{"formula": "C31H47NO10S3", "method": "the ωB97M-V functional and the def2-TZVPD basis", "elements": ["C", "C", "C", "O", "C", "O", "C", "S", "C", "C", "C", "C", "C", "C", "N", "C", "C", "C", "C", "C", "C", "S", "O", "C", "O", "C", "S", "H", "H", "H", "H", "H", "H", "H", "H", "H", "H", "H", "H", "H", "H", "H", "H", "H", "H", "H", "C", "O", "C", "C", "O", "C", "C", "O", "C", "H", "H", "H", "H", "H", "H", "H", "H", "H", "H", "H", "H", "H", "H", "C", "O", "C", "C", "O", "C", "C", "O", "C", "H", "H", "H", "H", "H", "H", "H", "H", "H", "H", "H", "H", "H", "H"], "coordinates": [[7.041, 2.826, 0.914], [6.339, 1.920, -0.097], [6.978, 0.511, -0.059], [6.942, -0.159, -1.314], [6.193, -1.287, -1.352], [6.163, -2.109, -0.487], [5.419, -1.450, -2.670], [3.816, -2.226, -2.479], [2.794, -0.970, -1.775], [3.316, 0.208, -1.242], [2.488, 1.158, -0.664], [1.121, 0.912, -0.622], [0.562, -0.232, -1.177], [1.421, -1.166, -1.752], [-0.834, -0.507, -1.191], [-1.688, 0.615, -1.368], [-2.849, 0.474, -2.136], [-3.701, 1.550, -2.310], [-3.451, 2.789, -1.738], [-2.294, 2.946, -0.979], [-1.441, 1.863, -0.810], [0.034, 2.081, 0.173], [6.230, 2.476, -1.408], [7.401, 2.910, -1.975], [8.094, 2.194, -2.627], [7.767, 4.390, -1.787], [8.575, 4.939, -3.325], [8.125, 2.824, 0.800], [6.707, 3.851, 0.727], [6.742, 2.602, 1.936], [5.312, 1.808, 0.253], [8.025, 0.577, 0.249], [6.475, -0.059, 0.725], [6.024, -2.116, -3.289], [5.373, -0.501, -3.205], [4.381, 0.398, -1.282], [2.893, 2.064, -0.236], [1.028, -2.076, -2.200], [-0.983, -1.115, -1.988], [-3.060, -0.482, -2.602], [-4.586, 1.425, -2.923], [-4.103, 3.643, -1.851], [-2.028, 3.880, -0.501], [8.513, 4.403, -0.992], [6.895, 4.982, -1.528], [9.134, 6.089, -2.908], [-6.720, 2.607, 2.553], [-5.618, 2.189, 3.331], [-4.392, 2.081, 2.628], [-3.252, 2.829, 3.293], [-3.370, 4.241, 3.358], [-4.361, 4.830, 4.184], [-4.203, 4.638, 5.681], [-4.371, 3.292, 6.091], [-3.345, 2.780, 6.916], [-7.229, 1.746, 2.109], [-7.419, 3.124, 3.212], [-6.419, 3.301, 1.763], [-4.499, 2.422, 1.592], [-4.117, 1.019, 2.600], [-2.367, 2.653, 2.674], [-3.020, 2.408, 4.272], [-5.364, 4.552, 3.855], [-4.268, 5.905, 4.002], [-4.983, 5.233, 6.172], [-3.230, 5.028, 5.997], [-2.374, 3.226, 6.687], [-3.277, 1.706, 6.736], [-3.582, 2.942, 7.972], [-1.857, -8.559, -2.692], [-1.720, -7.575, -1.687], [-0.520, -6.827, -1.736], [-0.750, -5.327, -1.717], [-1.428, -4.772, -2.834], [-2.797, -5.074, -3.049], [-3.778, -4.544, -2.019], [-3.632, -5.147, -0.747], [-3.531, -4.249, 0.340], [-1.432, -9.512, -2.361], [-2.922, -8.699, -2.881], [-1.382, -8.252, -3.628], [0.078, -7.095, -2.613], [0.067, -7.080, -0.844], [0.241, -4.864, -1.737], [-1.211, -5.010, -0.781], [-2.943, -6.141, -3.221], [-3.045, -4.577, -3.991], [-4.789, -4.773, -2.380], [-3.683, -3.455, -1.952], [-3.044, -3.312, 0.054], [-2.925, -4.725, 1.112], [-4.520, -4.034, 0.756]], "atomic_forces_ev_per_a": [[-0.309, 0.698, -0.557], [-0.078, -0.623, 0.682], [0.840, 0.167, 0.330], [-1.001, 0.166, 0.094], [-0.224, -0.448, -0.593], [-0.026, 0.137, 0.477], [0.614, 0.524, 0.245], [-0.194, -0.347, -0.219], [0.389, 0.611, 0.145], [0.300, 0.052, 0.091], [-0.333, -0.678, -0.249], [-0.806, 0.691, 0.316], [0.587, -0.542, -0.141], [-0.003, -0.301, -0.140], [0.468, 0.885, -0.501], [-0.776, 0.028, -0.296], [0.413, 0.174, 0.221], [-0.506, 0.046, -0.279], [0.586, 0.119, 0.494], [-0.125, -0.466, -0.181], [0.958, -0.094, 0.428], [-0.035, -0.085, 0.061], [0.252, 0.413, 0.305], [0.401, 0.324, -0.458], [-0.049, -0.301, 0.019], [-0.002, -0.317, -0.094], [0.037, 0.034, -0.245], [0.024, -0.200, 0.162], [-0.021, -0.050, 0.117], [0.202, -0.289, 0.001], [-0.128, 0.137, -0.356], [0.012, 0.086, -0.178], [-0.032, -0.180, -0.184], [-0.199, -0.167, -0.027], [-0.123, -0.002, 0.094], [-0.066, 0.049, -0.021], [-0.026, 0.073, -0.059], [-0.155, 0.071, 0.048], [-0.240, -0.406, 0.326], [-0.071, 0.008, -0.013], [0.011, -0.049, 0.032], [-0.175, -0.144, -0.174], [-0.106, 0.092, -0.096], [-0.153, 0.155, 0.139], [0.039, 0.020, 0.038], [-0.257, -0.151, 0.259], [0.018, -0.115, 0.140], [0.049, 0.316, -0.061], [-0.048, -0.152, 0.049], [0.178, -0.073, 0.092], [0.047, 0.063, -0.066], [-0.136, 0.037, -0.101], [-0.169, -0.063, 0.085], [0.272, -0.013, -0.210], [-0.197, -0.052, 0.018], [-0.017, 0.050, -0.107], [-0.010, -0.062, 0.022], [0.007, -0.016, -0.026], [-0.051, 0.067, 0.020], [0.134, 0.024, -0.116], [-0.021, 0.030, -0.038], [-0.232, -0.019, 0.078], [-0.012, -0.196, 0.129], [0.047, -0.006, 0.001], [0.081, 0.165, -0.043], [0.046, -0.071, -0.006], [0.000, 0.029, 0.003], [-0.049, 0.003, 0.032], [0.109, 0.035, 0.027], [-0.050, 0.001, 0.170], [-0.057, 0.172, -0.273], [-0.024, -0.107, 0.135], [0.027, 0.152, 0.184], [0.065, 0.103, -0.065], [-0.036, -0.117, -0.113], [-0.123, -0.171, 0.075], [0.309, 0.162, -0.072], [-0.092, -0.163, 0.022], [0.051, -0.024, -0.102], [0.003, -0.028, 0.062], [0.028, -0.009, 0.000], [-0.080, -0.008, -0.060], [0.140, 0.091, -0.056], [0.008, -0.019, -0.051], [-0.163, -0.172, 0.007], [-0.022, -0.052, 0.231], [0.033, 0.033, 0.009], [0.006, 0.133, -0.142], [0.050, 0.016, 0.066], [-0.007, 0.019, -0.019], [-0.049, -0.029, 0.004], [0.020, 0.113, 0.007]], "largest_force_ha_per_bohr": 0.022, "lumo_ha": 0.0154, "homo_energy_ev": -7.6, "charge": 0, "smiles": "C[C@H](COC(=O)CSc1ccc2c(c1)Nc1ccccc1S2)OC(=O)CS.COCCOCCOC.COCCOCCOC", "e_above_lowest_kj_mol": 40.6, "total_energy_ha": -3211.00607}



{"formula": "C3H9NO2Re", "method": "the ωB97M-V functional and the def2-TZVPD basis", "elements": ["Re", "C", "H", "H", "H", "H", "H", "N", "C", "C", "O", "O", "H", "H", "H", "H"], "coordinates": [[-1.369, -0.560, 0.118], [-0.862, -0.031, -2.184], [0.169, -0.315, -2.411], [-1.440, -0.974, -2.463], [-1.189, 0.496, -3.087], [-0.766, 0.892, -1.708], [-2.245, -1.950, 0.765], [0.054, 1.018, 0.565], [1.322, 0.488, 1.297], [1.017, -0.992, 1.674], [1.769, -1.620, 2.407], [-0.162, -1.465, 1.212], [0.392, 1.629, -0.173], [-0.357, 1.714, 1.228], [2.163, 0.542, 0.570], [1.505, 1.128, 2.189]], "atomic_forces_ev_per_a": [[0.376, -2.170, 0.060], [0.795, -3.016, -2.036], [0.124, -0.123, 0.168], [-0.238, 1.012, 1.103], [-0.332, 0.148, -0.559], [-0.847, 1.679, 1.765], [0.055, 1.387, -0.618], [0.771, 1.242, 1.804], [-0.824, -0.310, -0.763], [4.684, 0.063, 3.636], [-2.936, 1.670, -2.760], [-1.225, -0.037, -1.142], [-0.019, -0.055, -0.352], [0.013, -0.625, -0.448], [-0.429, -0.127, 0.718], [0.031, -0.738, -0.576]], "largest_force_ha_per_bohr": 0.115, "lumo_ha": [-0.4649, -0.4395], "homo_energy_ev": [-19.1, -19.2], "charge": 2, "multiplicity": 4, "total_energy_ha": -402.29240}



{"formula": "C6H12Br6", "method": "the ωB97M-V functional and the def2-TZVPD basis", "elements": ["Br", "C", "C", "Br", "H", "H", "H", "H", "Br", "C", "C", "Br", "H", "H", "H", "H", "Br", "C", "C", "Br", "H", "H", "H", "H"], "coordinates": [[0.470, 3.566, -1.473], [0.195, 1.662, -2.021], [0.079, 0.810, -0.767], [-0.040, -1.069, -1.374], [1.063, 1.390, -2.621], [-0.669, 1.631, -2.685], [-0.807, 1.039, -0.176], [0.980, 0.891, -0.159], [1.698, -3.278, -0.410], [0.279, -3.138, -1.813], [-0.418, -4.510, -1.645], [-1.854, -4.697, -2.908], [0.758, -2.965, -2.776], [-0.408, -2.330, -1.562], [-0.899, -4.470, -0.667], [0.138, -5.439, -1.771], [0.709, 1.393, 1.221], [-0.190, 2.672, 2.383], [0.127, 2.527, 3.884], [-1.225, 3.623, 4.797], [-1.263, 2.657, 2.197], [0.196, 3.638, 2.055], [1.098, 2.926, 4.177], [-0.019, 1.471, 4.116]], "atomic_forces_ev_per_a": [[-0.125, -0.282, -0.451], [0.302, 0.160, 0.440], [-1.851, -1.329, -6.368], [1.314, 15.039, 2.272], [0.063, 0.122, 0.200], [-0.116, 0.126, 0.375], [0.015, -0.408, -1.133], [0.770, -2.309, -5.833], [-0.069, -0.333, -0.493], [2.274, -7.313, -0.745], [-0.272, 0.702, 0.121], [-0.553, 0.141, -0.539], [-0.046, -0.311, 0.159], [-3.204, -9.019, -1.034], [0.120, -0.344, -0.028], [0.430, 0.546, 0.180], [0.372, 4.483, 11.674], [1.310, 1.123, 1.884], [-0.877, -0.078, -1.173], [0.192, -0.198, 0.281], [0.178, -0.481, -0.140], [-0.172, -0.035, -0.168], [-0.150, -0.294, -0.135], [0.093, 0.290, 0.654]], "largest_force_ha_per_bohr": 0.297, "lumo_ha": 0.0127, "homo_energy_ev": -8.1, "charge": 0, "e_above_lowest_kj_mol": 1010.3, "total_energy_ha": -15679.52591}